Record 1
{
  "formula": "C7H12",
  "method": "ωB97M-V/def2-TZVPD",
  "elements": ["C", "C", "C", "C", "C", "C", "C", "H", "H", "H", "H", "H", "H", "H", "H", "H", "H", "H", "H"],
  "positions_angstrom": [[1.80294, -3.02894, -0.35664], [1.01154, -1.99850, 0.45131], [1.26218, -0.74392, 0.68670], [0.48214, 0.45114, 1.14385], [-0.58915, 0.72310, 0.27361], [-1.53682, 1.89945, 0.40066], [-1.91791, 2.52723, -0.99553], [2.33876, -3.72157, 0.30850], [2.69655, -2.72625, -0.95299], [1.20252, -3.47951, -1.14885], [0.09050, -2.48727, 0.73241], [2.23291, -0.50379, 0.30506], [1.02028, 0.88967, 1.90355], [-0.91400, 0.03265, -0.56347], [-2.42675, 1.56615, 0.95363], [-1.00110, 2.72016, 1.05113], [-1.50860, 1.88941, -1.72864], [-2.87266, 2.53349, -1.41603], [-1.37332, 3.45731, -1.04825]],
  "forces_ev_per_a": [[1.90, 0.74, -0.15], [-0.93, -2.39, -0.94], [0.88, 1.06, -0.33], [-2.88, -3.04, -5.17], [1.10, 0.20, 2.20], [0.45, 1.48, 0.72], [2.26, -0.61, 1.47], [-0.95, -0.51, -0.08], [-0.61, 0.96, 0.45], [-0.32, -0.46, 0.64], [-0.55, 0.34, 0.40], [0.85, 0.68, -0.05], [0.07, 2.10, 1.64], [1.04, 0.47, 1.22], [0.17, 0.16, -0.08], [-1.23, -1.51, -1.11], [1.31, -0.79, -0.98], [-2.21, 0.66, 0.59], [-0.35, 0.47, -0.44]],
  "lowdin_charge": [-0.114, -0.181, -0.174, -0.051, -0.105, -0.249, -0.095, 0.068, 0.072, 0.065, 0.096, 0.097, 0.070, 0.126, 0.097, 0.133, 0.037, 0.044, 0.065],
  "total_charge": 0,
  "relative_energy_kcal_mol": 63.21,
  "smiles": "C/C=C/C=C/CC",
  "energy_ev": -7450.6903,
  "orbital_gap_ha": 0.364
}


Record 2
{
  "formula": "C6H18N3",
  "method": "ωB97M-V/def2-TZVPD",
  "elements": ["C", "N", "C", "C", "N", "C", "C", "C", "N", "H", "H", "H", "H", "H", "H", "H", "H", "H", "H", "H", "H", "H", "H", "H", "H", "H", "H"],
  "positions_angstrom": [[-0.14353, -2.18417, -0.63483], [0.07505, -1.33009, 0.60887], [1.07877, -1.94442, 1.43246], [0.50545, 0.05125, 0.21857], [1.55973, -0.03451, -0.76488], [-0.66265, 1.12450, -0.11704], [-0.89869, 1.38028, -1.59101], [0.01260, 2.39036, 0.50333], [-1.78649, 0.54708, 0.57177], [0.78103, -2.02599, -1.16422], [-0.17788, -3.22166, -0.27438], [-1.22871, -2.13467, -1.20553], [-0.81404, -1.29198, 1.04809], [2.08252, -1.91896, 0.78989], [1.20139, -1.32663, 2.37347], [0.74820, -3.01832, 1.56675], [0.79611, 0.34933, 1.16388], [2.33364, 0.61620, -0.65968], [1.30090, 0.13806, -1.72829], [-0.02073, 1.95199, -1.90136], [-1.01991, 0.51498, -2.29661], [-1.80071, 2.04126, -1.57690], [0.05370, 2.53005, 1.60092], [1.04551, 2.47359, 0.05765], [-0.55833, 3.20582, 0.09167], [-1.68953, 0.33843, 1.50710], [-2.77339, 0.77822, 0.38033]],
  "forces_ev_per_a": [[-2.44, -1.31, -0.03], [-0.89, -0.72, -3.40], [2.53, -1.08, 0.08], [-0.71, 0.93, -2.42], [0.63, 0.40, 0.30], [1.75, -2.05, 1.68], [-0.48, 0.21, 0.04], [0.01, 0.36, -1.00], [-2.15, 0.21, -2.24], [-0.26, -0.14, -0.89], [0.25, 0.25, -0.12], [3.05, 0.92, 1.47], [-1.09, 0.40, 0.64], [-2.09, -0.13, 1.61], [-0.08, -1.11, -0.96], [0.73, 1.32, 0.43], [1.56, 1.21, 1.58], [-0.11, -0.29, 0.78], [-0.74, -0.26, 0.11], [-0.38, 0.14, -0.42], [-0.13, 0.63, 0.99], [0.71, -0.47, -0.67], [-0.14, -0.63, -0.56], [-0.97, 0.02, 0.63], [-0.05, 0.75, 0.08], [0.33, 0.15, 2.43], [1.17, 0.28, -0.17]],
  "lowdin_charge": [0.013, -0.200, -0.020, -0.306, 0.091, -0.536, -0.033, -0.030, 0.076, 0.077, 0.087, 0.174, 0.132, 0.157, 0.131, 0.124, 0.107, 0.111, 0.089, 0.083, 0.103, 0.111, 0.102, 0.102, 0.078, 0.056, 0.124],
  "total_charge": 1,
  "relative_energy_kcal_mol": 63.84,
  "smiles": "C[NH+](C)[C@@H](N)C(C)(C)N",
  "energy_ev": -10976.4982,
  "orbital_gap_ha": 0.380
}


Record 3
{
  "formula": "C10H40N2O10",
  "method": "ωB97M-V/def2-TZVPD",
  "elements": ["N", "C", "N", "O", "H", "H", "H", "H", "C", "O", "H", "H", "H", "H", "C", "O", "H", "H", "H", "H", "C", "O", "H", "H", "H", "H", "C", "O", "H", "H", "H", "H", "C", "O", "H", "H", "H", "H", "C", "O", "H", "H", "H", "H", "C", "O", "H", "H", "H", "H", "C", "O", "H", "H", "H", "H", "C", "O", "H", "H", "H", "H"],
  "positions_angstrom": [[1.66657, 2.20182, 1.03513], [2.16181, 2.64616, -0.13576], [1.40045, 3.69774, -0.64812], [3.21934, 2.28777, -0.66889], [2.05972, 1.26358, 1.21993], [0.66834, 2.26769, 1.16762], [1.37648, 3.87152, -1.66015], [0.55593, 3.82577, -0.09091], [1.75293, -1.15646, 4.34787], [0.49520, -1.66216, 3.85471], [2.50310, -0.99552, 3.51319], [1.59105, -0.15304, 4.72833], [2.06303, -1.87798, 5.07485], [0.16357, -0.99832, 3.23450], [-2.11078, -3.51310, -2.57935], [-1.78034, -2.29722, -1.94220], [-3.19641, -3.69564, -2.73714], [-1.64984, -3.50848, -3.59356], [-1.68849, -4.37909, -1.99039], [-1.06668, -2.43564, -1.24883], [-2.00766, 4.13952, 1.63933], [-1.17952, 3.17502, 1.01047], [-2.52758, 3.72097, 2.49404], [-1.34075, 4.83904, 2.07918], [-2.66026, 4.69472, 0.99869], [-1.60605, 2.93396, 0.17754], [-0.58770, -3.81796, 1.33795], [-0.12514, -2.83452, 0.35494], [-1.69442, -3.77936, 1.39771], [-0.30217, -4.81572, 1.03802], [-0.26357, -3.56847, 2.35739], [0.82097, -2.66746, 0.50418], [-4.13226, -0.05781, -3.40510], [-3.30076, 0.02013, -2.34801], [-4.63322, -1.03842, -3.44799], [-4.88923, 0.75778, -3.37600], [-3.50994, 0.04262, -4.38400], [-3.02552, -0.87470, -2.03966], [5.49490, -0.69429, -1.65149], [4.38155, -0.12778, -0.90058], [6.31857, -0.85501, -1.04321], [5.14881, -1.60651, -2.13735], [5.86976, -0.00030, -2.38091], [4.24670, 0.80004, -1.17580], [3.47586, -2.31202, 1.21628], [2.45254, -2.25243, 0.25826], [4.26078, -3.03853, 0.96824], [3.83310, -1.27668, 1.50425], [2.99460, -2.73338, 2.12150], [2.69453, -1.64281, -0.46708], [-1.36146, 0.18632, 1.58282], [-0.36571, 0.44812, 2.53933], [-1.00240, 0.15206, 0.54161], [-1.73851, -0.79502, 1.84173], [-2.15198, 0.93129, 1.76904], [-0.51406, 1.35857, 2.86999], [-2.88192, 3.10171, -2.73382], [-2.84351, 2.64965, -1.37851], [-2.27309, 2.57223, -3.44832], [-3.90994, 3.12007, -3.04953], [-2.42400, 4.06968, -2.79200], [-2.92536, 1.68634, -1.32397]],
  "forces_ev_per_a": [[0.84, -2.19, 0.72], [0.76, 1.76, -2.11], [-0.11, -0.44, 0.10], [-1.12, 0.07, 0.54], [-0.47, 0.90, 0.31], [-0.01, 0.02, 0.03], [0.17, -0.23, 1.05], [0.04, 0.31, -0.82], [-0.75, 0.45, -1.98], [0.89, -0.31, 0.12], [-0.60, -0.63, 0.89], [0.10, 0.08, 0.70], [0.57, -0.03, 0.47], [-0.03, 0.09, 0.21], [0.92, -1.20, -0.33], [0.25, 0.18, 0.99], [0.52, 0.51, 0.48], [-0.22, -0.24, 0.55], [-0.51, 0.73, -0.70], [-1.03, -0.05, -0.69], [0.70, -0.17, 0.91], [-0.22, 0.01, -0.38], [-0.55, -0.35, -0.09], [0.64, 0.93, 0.38], [-0.49, -0.09, -0.64], [-0.23, -0.21, -0.36], [-0.62, 1.20, -0.27], [-1.02, -0.84, 0.87], [0.53, 0.06, -0.41], [0.23, -0.31, 0.03], [0.35, -0.08, -0.36], [0.15, 0.04, -0.17], [-0.52, -0.09, -3.26], [1.42, -0.29, 2.75], [-0.16, 0.37, -0.12], [0.41, -0.56, -0.08], [-1.20, -0.06, 1.19], [0.27, 0.65, -0.36], [-2.28, 0.76, -0.43], [0.86, -0.30, -0.80], [1.39, -0.73, 1.57], [0.21, -0.03, 0.00], [-0.18, 0.36, -0.69], [-0.19, -0.42, 0.49], [-0.16, 0.42, 1.72], [0.02, 0.44, -1.05], [0.15, 0.57, -0.29], [0.04, -1.28, -0.57], [0.23, 0.24, -0.33], [0.16, -0.22, 0.52], [-1.12, -0.10, 0.17], [0.75, 1.66, 0.32], [-0.01, 0.32, 0.38], [-0.32, -0.30, -0.30], [0.02, -0.47, -0.77], [0.37, -0.89, -0.23], [0.13, -0.20, 0.55], [0.69, 0.27, 0.25], [0.09, -1.06, 0.00], [-0.38, 0.20, -0.43], [-0.22, 0.87, 0.41], [-0.19, -0.12, -0.66]],
  "lowdin_charge": [0.167, -0.634, 0.143, 0.005, 0.124, 0.047, 0.113, 0.063, -0.136, -0.155, 0.070, 0.068, 0.070, 0.004, -0.160, -0.172, 0.080, 0.081, 0.093, 0.077, -0.116, -0.170, 0.080, 0.070, 0.082, 0.048, -0.105, -0.171, 0.083, 0.067, 0.064, 0.024, -0.214, -0.150, 0.082, 0.084, 0.109, 0.071, -0.111, -0.163, 0.047, 0.080, 0.073, 0.038, -0.154, -0.144, 0.084, 0.095, 0.077, 0.091, -0.130, -0.148, 0.094, 0.081, 0.089, 0.109, -0.131, -0.140, 0.077, 0.073, 0.071, 0.055],
  "total_charge": 0,
  "relative_energy_kcal_mol": 92.62,
  "smiles": "NC(N)=O.CO.CO.CO.CO.CO.CO.CO.CO.CO",
  "energy_ev": -34471.4137,
  "orbital_gap_ha": 0.375
}


Record 4
{
  "formula": "C3H3N3O",
  "method": "ωB97M-V/def2-TZVPD",
  "elements": ["O", "C", "C", "N", "N", "C", "N", "H", "H", "H"],
  "positions_angstrom": [[-0.97576, -0.28862, 2.07839], [-0.35069, -0.14738, 0.79131], [-0.39001, -1.13597, -0.20325], [-0.04521, -0.77096, -1.36162], [0.58698, 0.46671, -1.74891], [0.76608, 1.13102, -0.74734], [0.49747, 0.77480, 0.60434], [-0.46616, 0.40275, 2.69619], [-0.68201, -2.35881, -0.05300], [1.52729, 1.88514, -0.77143]],
  "forces_ev_per_a": [[2.93, 1.88, -1.00], [-0.24, -0.69, 4.26], [-1.85, -3.35, 0.16], [1.33, -0.43, -3.77], [-3.45, -4.87, -2.36], [3.24, 1.84, 6.61], [-0.67, 2.78, -1.21], [-1.64, -2.00, -2.08], [0.54, 3.83, -0.29], [-0.18, 1.01, -0.30]],
  "lowdin_charge": [0.000, -0.380, -0.124, 0.043, 0.087, -0.240, 0.146, 0.171, 0.192, 0.105],
  "total_charge": 0,
  "relative_energy_kcal_mol": 74.74,
  "smiles": "Oc1cnncn1",
  "energy_ev": -9674.2134,
  "orbital_gap_ha": 0.371
}